No. 1
Formula: C21H21CrN4O3S3
Source: OMol25
Level of theory: ωB97M-V/def2-TZVPD

The largest force on an atom comes out at 2.1 eV/Å. As for the HOMO-LUMO gap (spin up / spin down): 6.582 / 7.121 eV. The highest occupied orbital energy (spin up / spin down) is -9.92 / -10.45 eV. Its net charge is +1. The spin multiplicity is 5. As for the electronic energy: -95143.280 eV.

```
53
Properties=species:S:1:pos:R:3:forces:R:3
Cr -1.054809 -0.010847 0.214462 -1.784 -0.634 -0.994
O 1.883791 -2.131147 1.158062 0.640 -0.036 -0.069
S 1.449191 -1.219447 0.137962 -0.033 0.710 0.194
O 0.309091 -1.690847 -0.658738 -0.015 -0.239 -0.357
N 0.798691 0.124853 0.754362 1.468 -1.375 -0.262
C 1.339391 1.372453 0.759662 0.964 0.896 0.137
C 2.669291 1.725253 0.928962 -0.732 -0.332 -0.006
C 3.033191 3.073753 0.924362 -0.133 0.548 -0.024
C 2.097791 4.072553 0.810562 0.313 -0.107 0.094
C 0.736491 3.752053 0.642762 -0.193 -0.295 -0.069
C -0.299209 4.702253 0.529662 -0.279 -0.371 -0.054
C -1.575709 4.265053 0.267862 0.285 0.357 -0.016
C -1.824809 2.903153 0.097662 0.170 -0.463 0.068
N -0.892809 1.971653 0.254862 -0.350 1.621 0.024
C 0.366991 2.388653 0.556562 0.675 0.472 0.120
C 2.757091 -0.822647 -0.995338 -0.419 -0.217 0.324
C 4.088291 -1.060947 -0.706838 0.013 -0.060 0.089
C 5.036091 -0.757547 -1.672138 -0.003 0.011 0.105
C 4.644091 -0.233347 -2.893838 -0.045 -0.012 -0.035
C 3.304191 -0.003847 -3.168638 -0.101 0.034 0.122
C 2.351991 -0.297747 -2.208738 -0.121 0.066 -0.148
H 3.420191 0.964553 1.077162 0.022 -0.053 0.035
H 4.077091 3.327553 1.032262 0.068 0.062 0.039
H 2.393491 5.108853 0.841962 0.037 0.132 0.017
H -0.082609 5.752053 0.654562 0.024 0.125 -0.047
H -2.391709 4.961153 0.161162 -0.073 0.073 -0.001
H -2.813809 2.557453 -0.171438 0.039 -0.018 0.014
H 4.369091 -1.487647 0.244362 0.033 -0.041 0.082
H 6.081491 -0.930347 -1.469238 0.086 -0.045 0.015
H 5.384691 -0.013747 -3.645238 0.128 0.046 -0.083
H 2.996691 0.398653 -4.120638 0.012 0.033 -0.109
H 1.293791 -0.158647 -2.383638 0.023 0.075 -0.161
C -4.722809 0.096253 0.887162 0.014 0.185 -0.458
S -4.294309 0.096053 -0.887938 -0.545 -0.968 0.842
C -4.705309 -1.653447 -1.184138 0.186 0.482 -0.124
O -2.790509 0.152153 -0.900338 0.520 0.293 -0.324
H -3.830809 -0.232147 1.421762 -0.029 -0.081 -0.049
H -5.552109 -0.577447 1.066362 -0.160 -0.046 0.000
H -4.989909 1.103953 1.193362 0.004 0.068 -0.039
H -5.777809 -1.772247 -1.094038 -0.223 0.015 0.031
H -4.178109 -2.266447 -0.461438 -0.001 0.061 0.127
H -4.401309 -1.900247 -2.197138 0.054 0.059 -0.089
S -1.617509 -0.572347 2.688262 0.113 -0.059 0.510
C -1.338009 -2.008147 1.853862 -0.385 0.502 1.861
N -0.528409 -2.968347 2.395162 0.108 -0.899 -1.107
C -0.244509 -4.109847 1.700562 -0.437 0.738 0.276
C -0.846809 -4.312847 0.495362 -0.253 -0.060 -0.192
C -1.722609 -3.322747 0.016162 0.338 0.494 1.041
N -1.971809 -2.203447 0.696262 -0.087 -1.573 -1.268
H -0.005309 -2.729447 3.227062 -0.096 0.037 0.019
H 0.434891 -4.808147 2.159262 0.139 0.002 0.033
H -0.649909 -5.192147 -0.091238 0.066 -0.144 0.022
H -2.213709 -3.422147 -0.939138 -0.044 -0.068 -0.156
```
Forces are in eV/Å.

No. 2
Formula: C21H21F3MnN4O9Se
Source: OMol25
Level of theory: ωB97M-V/def2-TZVPD

The largest force on an atom comes out at 4.2 eV/Å. As for the HOMO-LUMO gap (spin up / spin down): 7.291 / 7.498 eV. The highest occupied orbital energy (spin up / spin down) is -8.80 / -8.80 eV. The spin multiplicity is 4. As for the electronic energy: -151323.135 eV.

```
60
Properties=species:S:1:pos:R:3:forces:R:3
Mn -0.589674 -0.115760 0.115996 -0.044 1.367 -1.521
C -1.713571 -0.144999 4.126239 -0.395 -0.277 -0.548
C -1.504599 0.233377 2.692503 0.240 0.661 -0.092
N -1.325645 -0.652614 1.782649 0.432 0.151 0.398
N -1.291546 -1.976867 2.041498 -0.289 -0.451 -1.261
C -0.952416 -2.604383 0.902286 -0.880 -1.686 3.790
O -0.519344 -2.021534 -0.115825 0.279 0.486 -1.306
C -1.156337 -4.122196 1.006943 -0.025 2.258 0.895
C -1.414377 -4.787505 2.205338 0.076 0.026 0.083
C -1.667607 -6.167566 2.168315 -0.215 0.263 0.975
C -1.788606 -6.865145 0.996525 0.582 1.031 -1.915
C -1.536996 -6.108072 -0.203545 -0.822 -2.672 0.393
C -1.257950 -4.773861 -0.170827 0.463 -0.756 -1.839
C -1.361856 1.628670 2.182238 -0.624 -0.447 -0.631
C -1.685160 2.750078 2.907738 -0.604 -0.544 0.662
C -1.533271 3.976407 2.335089 0.789 1.786 1.315
C -0.984859 4.032181 1.092212 -0.221 2.233 -0.763
C -0.845848 2.932966 0.312227 0.785 -1.317 0.386
N -0.992090 1.741469 0.876435 0.000 -1.172 0.734
H -2.082115 -1.185184 4.146648 0.143 0.558 0.112
H -2.433775 0.532008 4.586827 0.126 -0.095 0.137
H -0.755209 -0.109545 4.646977 -0.022 0.075 0.075
H -1.462135 -4.210434 3.133921 0.253 -0.403 -0.326
H -1.810072 -6.754983 3.069330 -0.059 0.452 0.254
H -2.059777 -7.933957 1.027713 0.308 0.726 -0.353
H -1.581555 -6.618383 -1.172000 -0.074 0.186 0.373
H -1.086061 -4.258992 -1.112469 -0.002 0.058 0.206
H -2.072886 2.694856 3.904606 -0.007 -0.321 0.380
H -1.640222 4.925970 2.937380 -0.146 -1.286 -0.787
H -0.687617 4.991154 0.693013 -0.183 0.055 -0.209
H -0.460781 2.995202 -0.684817 -0.021 -0.210 -0.542
F 1.847108 -1.108826 3.616611 0.637 0.916 -0.209
C 2.605746 -0.152215 2.975566 0.205 -1.238 -0.325
F 3.546810 -0.798083 2.266140 -0.015 -0.202 0.039
F 3.269825 0.552009 3.893934 -0.825 0.182 -0.235
C 1.678571 0.598626 1.978548 -1.543 0.689 -0.144
O 1.438878 1.797820 2.139085 0.754 -1.577 -0.232
O 1.139918 -0.245915 1.129506 0.654 1.158 0.829
O -3.965547 1.436690 -2.228566 -0.427 0.469 0.322
Se -2.946621 0.244060 -2.507670 1.783 0.111 -0.936
O -1.618257 0.842082 -3.312467 -1.091 -0.448 0.130
O -2.039997 0.093055 -0.783978 0.283 -0.514 0.911
O 0.062671 2.917688 -2.989523 2.062 1.375 -0.476
O 2.683145 0.403629 -1.352784 -0.452 0.242 0.756
C 1.581917 0.689014 -1.983467 -1.791 -0.111 0.046
O 0.422727 0.506693 -1.548106 1.821 -0.045 0.588
C 1.684126 1.116142 -3.426332 -0.164 -0.720 -0.626
N 3.064554 1.073106 -3.860303 0.717 1.401 0.521
C 3.537039 2.465980 -4.187639 -0.647 0.003 1.351
C 2.375712 3.372733 -3.786863 -0.735 1.318 -0.397
C 1.125235 2.499363 -3.835215 -0.269 -0.258 1.525
H 1.055023 0.354525 -3.913741 0.248 0.096 -0.003
H 3.203419 0.442148 -4.607621 0.248 -0.607 -0.710
H 3.434597 0.696469 -1.908740 -0.119 -0.240 -0.510
H 3.726528 2.628869 -5.223842 0.202 -0.370 -0.889
H 4.434741 2.777438 -3.644498 0.020 -0.495 -0.008
H 2.288042 4.145485 -4.560743 -0.062 0.036 0.249
H 2.439293 3.941267 -2.842563 0.225 -0.696 -0.098
H 0.822454 2.409670 -4.870937 -0.362 -0.074 -0.294
H -0.643700 2.278122 -3.054955 -1.196 -1.134 -0.254
```
Forces are in eV/Å.

- spin multiplicity of number 1 (C21H21CrN4O3S3)?
  5